Entry 1:
DFT (ωB97M-V with the def2-TZVPD basis set) results for a single C6H10S molecule.

Structure (XYZ):
```
17
C6H10S, DFT ωB97M-V with the def2-TZVPD basis set
S 0.591 -0.069 1.837
C 1.400 -0.511 -0.765
C -1.154 -0.507 -0.296
C -0.852 -1.184 1.120
C 0.139 1.272 0.750
C 0.312 1.790 -0.687
C 0.101 0.264 -0.543
H -0.849 2.140 -1.007
H -1.868 -1.126 1.800
H 2.121 -0.146 0.106
H 1.973 -0.631 -1.862
H 1.268 -1.531 -0.491
H -0.839 1.646 1.005
H -0.377 -2.215 1.253
H -1.074 -1.365 -1.015
H -2.047 -0.007 -0.195
H 1.152 2.179 -1.011
```

=====

Entry 2:
DFT (ωB97M-V with the def2-TZVPD basis set) results for a 8-piece molecular cluster, C16H32Cl16 overall.

Structure (XYZ):
```
64
C16H32Cl16, DFT ωB97M-V with the def2-TZVPD basis set
Cl -2.733 -4.319 -1.900
Cl -4.535 -2.697 1.137
Cl 3.670 -2.117 -2.993
Cl -3.161 2.907 0.751
Cl 2.581 1.962 5.215
Cl 3.894 -0.689 3.620
Cl 1.549 4.160 2.400
Cl 2.310 1.533 0.201
Cl 2.669 0.271 -5.339
Cl -0.924 -0.743 -3.501
Cl -1.346 2.550 3.966
Cl 5.911 -1.361 0.599
Cl 0.771 -1.144 1.560
Cl -3.336 -0.107 -0.611
Cl -1.184 -5.096 2.380
Cl 1.201 3.356 -5.606
C 0.702 1.993 -4.528
C -3.590 -4.155 1.561
C -0.019 0.310 0.894
C 2.466 -0.727 4.689
C 4.225 -1.326 -1.472
C 1.662 0.565 4.627
C -0.989 4.226 3.444
C 1.911 1.207 -4.077
C 5.508 -1.996 -1.018
C 0.749 0.843 -0.265
C -4.108 2.475 -0.711
C -2.463 -2.893 -2.943
C -3.381 1.435 -1.503
C -1.095 -2.321 -2.660
C -0.209 4.256 2.136
C -2.136 -3.789 1.646
H -1.997 -2.869 2.211
H 0.169 1.651 -0.730
H 2.664 1.879 -3.659
H -1.945 4.731 3.335
H 1.823 -1.537 4.346
H -2.589 -3.187 -3.980
H 0.037 1.414 -5.164
H 5.382 -3.074 -0.982
H -0.149 1.066 1.664
H 3.427 -1.504 -0.763
H -1.734 -3.562 0.657
H 0.843 0.107 -1.066
H -5.085 2.115 -0.409
H -2.351 1.757 -1.659
H -3.230 -2.159 -2.711
H 2.844 -0.946 5.682
H -3.830 -4.900 0.813
H -0.998 -2.108 -1.598
H -1.016 0.053 0.527
H -3.812 1.237 -2.479
H -0.486 3.403 1.524
H 0.135 2.369 -3.680
H -0.319 -3.006 -2.968
H -4.177 3.406 -1.263
H 0.750 0.418 5.200
H 6.347 -1.765 -1.664
H -3.930 -4.513 2.531
H 4.389 -0.268 -1.645
H -0.387 5.183 1.599
H -0.435 4.687 4.255
H 1.427 0.765 3.585
H 1.660 0.586 -3.211
```

=====

Entry 3:
DFT (ωB97M-V with the def2-TZVPD basis set) results for C4H35N2O15 as an isolated structure.

Structure (XYZ):
```
56
Properties=species:S:1:pos:R:3
O -0.024 -1.352 -3.277
O 1.319 -0.699 1.982
O 1.814 1.528 1.878
O 2.376 0.008 -3.404
O -1.249 -0.501 2.818
O 1.723 -4.001 -0.975
O -3.784 0.234 2.992
O 3.647 2.247 -3.334
O 2.893 1.655 -0.585
O -0.690 -2.787 -0.443
O -4.644 1.060 -0.137
O -0.625 2.122 2.490
O 2.161 3.085 -1.265
O 0.109 4.426 -0.231
O 2.598 -1.392 -1.073
N -1.522 0.147 -0.673
N -1.261 -2.706 1.711
C -3.316 -1.528 -0.536
C -2.102 -0.901 0.176
C 1.982 0.376 2.636
C -1.251 -2.149 0.467
H 3.073 3.188 -0.975
H 1.648 0.560 3.629
H -0.109 -1.572 -2.334
H -0.803 -0.688 3.651
H 1.480 -4.274 -1.872
H -1.075 2.613 1.776
H 3.271 0.770 -0.658
H -2.383 -0.433 1.145
H -0.733 -3.563 1.742
H 2.718 1.783 0.357
H -1.382 -2.259 2.591
H 0.827 1.800 1.991
H 0.922 4.094 -0.665
H -0.792 -1.083 -3.817
H -3.767 -0.927 -1.354
H 4.150 1.911 -2.598
H -3.817 0.638 -0.446
H 2.604 -0.552 -2.631
H -3.086 -2.556 -0.830
H -1.000 1.210 2.672
H -0.513 3.731 -0.498
H 2.367 -2.335 -0.977
H 3.055 1.497 -3.658
H 2.291 2.935 -2.234
H -0.842 0.689 -0.128
H 2.999 0.043 2.537
H -4.189 -0.558 2.664
H -2.805 0.206 2.908
H -4.091 -1.765 0.161
H 0.829 -3.883 -0.589
H 0.338 -0.609 2.151
H -4.231 1.827 0.298
H 2.243 -0.854 -0.339
H -0.801 -0.214 -1.303
H 1.453 -0.240 -3.585
```

net charge	-1

=====

Table of energy above the lowest of the compared OMol25 structures with the same formula, charge and spin (kJ/mol), in record order: 549.3 15.1 472.2